#i
21
Properties=species:S:1:pos:R:3:mulliken_charge:R:1 method="wB97M-V/def2-TZVPD" orbital_gap_ev="8.4 / 8.7" e_homo_ev="-10.197 / -10.299" mol_weight_g_mol=149.15
N -2.340 -0.002 4.148 0.81
O -1.674 -0.577 4.989 -0.38
O -3.525 0.291 4.128 -0.38
C 1.528 -0.894 -3.065 -1.17
C 1.376 0.062 -1.840 -0.48
C 0.279 -0.286 -0.821 -0.72
C 0.144 0.539 0.429 0.25
C -1.053 0.097 1.320 -0.44
O -1.331 0.711 2.482 -0.45
O 0.006 1.847 0.009 -0.53
H 2.357 -0.574 -3.745 0.35
H 1.772 -1.926 -2.735 0.30
H 0.585 -0.912 -3.655 0.30
H 2.357 0.060 -1.379 0.32
H 1.293 1.055 -2.286 0.30
H -0.632 -0.160 -1.433 0.39
H 0.464 -1.345 -0.556 0.31
H 1.094 0.404 0.934 0.24
H -1.883 -0.038 0.623 0.37
H -0.688 -0.832 1.734 0.26
H -0.131 2.480 0.717 0.34

***

#ii
21
Properties=species:S:1:pos:R:3:mulliken_charge:R:1 method="wB97M-V/def2-TZVPD" orbital_gap_ev=10.0 e_homo_ev=-9.330 mol_weight_g_mol=149.15 smiles="NC(O)(O)C(=O)O.C=CC"
C -1.571 0.538 -0.770 0.78
C 1.609 -0.825 0.887 0.42
C 2.177 0.374 0.960 -1.04
C 1.903 -1.846 -0.156 -1.09
N -0.184 0.407 -1.075 -0.43
C -1.763 0.641 0.758 0.35
O -2.176 1.716 -1.277 -0.54
O -2.249 -0.570 -1.245 -0.60
O -1.025 1.576 1.323 -0.41
O -2.553 -0.056 1.339 -0.62
H -2.269 1.635 -2.234 0.34
H -2.823 -0.906 -0.538 0.34
H -1.233 1.650 2.269 0.38
H -0.046 0.308 -2.074 0.20
H 0.851 -1.109 1.608 0.30
H 3.000 0.636 0.313 0.28
H 0.421 1.147 -0.648 0.22
H 2.035 1.017 1.813 0.27
H 1.011 -2.011 -0.759 0.22
H 2.718 -1.524 -0.801 0.30
H 2.166 -2.797 0.308 0.36

***

Quick ranking, most stable first: #ii, #i.

***

#i
17
Properties=species:S:1:pos:R:3:mulliken_charge:R:1 method="wB97M-V/def2-TZVPD" orbital_gap_ev=9.7 e_homo_ev=-8.821 mol_weight_g_mol=118.20
C -0.134 -0.315 1.901 -0.75
C 0.326 0.156 0.540 0.08
C -1.001 -0.132 -0.243 -0.08
C 1.603 -0.475 -0.006 -1.55
C -1.517 1.060 -1.062 -1.25
O -2.435 -1.742 1.615 -0.61
S -1.978 -0.350 1.408 0.37
H 0.201 -1.195 2.295 0.43
H -0.008 0.480 2.748 0.26
H 0.316 1.230 0.694 0.33
H -0.960 -1.021 -0.774 0.60
H 1.582 -1.572 -0.029 0.37
H 2.567 -0.207 0.596 0.32
H 1.741 -0.069 -0.917 0.46
H -0.865 1.965 -0.846 0.30
H -2.391 1.347 -0.680 0.41
H -1.573 0.973 -2.186 0.29

***

#ii
17
Properties=species:S:1:pos:R:3:mulliken_charge:R:1 method="wB97M-V/def2-TZVPD" orbital_gap_ev=9.2 e_homo_ev=-8.774 mol_weight_g_mol=118.20
C -0.220 0.162 0.763 -0.27
C 0.938 0.777 0.966 0.09
C 2.003 1.503 1.272 -0.77
C -0.630 -2.232 1.336 -1.10
C -0.241 -1.281 0.185 -0.26
O 0.447 2.564 -1.003 -0.47
S -0.564 2.590 -2.101 0.11
H -1.215 0.492 1.048 0.37
H 2.249 2.320 0.582 0.29
H -1.688 2.857 -1.335 0.17
H 2.466 1.450 2.285 0.25
H -0.939 -3.222 1.093 0.36
H 0.312 -2.139 1.968 0.27
H -1.591 -2.015 1.902 0.27
H 0.781 -1.589 -0.025 0.29
H -1.025 -1.200 -0.624 0.25
H -1.174 1.249 -2.083 0.14

***

Quick ranking, most stable first: #i, #ii.

***

#i
78
Properties=species:S:1:pos:R:3:lowdin_spin:R:1 method="wB97M-V/def2-TZVPD" orbital_gap_ev="5.9 / 6.1" spin_multiplicity=2 e_homo_ev="-5.885 / -6.193" mol_weight_g_mol=848.88 s2=0.785
Pt -0.763 -0.680 -0.657 0.25
F -2.616 -4.319 -4.057 0.00
C -1.697 -3.981 -3.134 0.00
C -1.797 -2.755 -2.507 0.00
C -0.844 -2.415 -1.552 0.00
C 0.181 -3.327 -1.220 0.00
C 0.243 -4.523 -1.922 0.00
F 1.252 -5.394 -1.685 0.00
C -0.678 -4.881 -2.884 0.00
C 1.106 -2.931 -0.142 0.00
C 1.899 -3.802 0.600 0.00
C 2.684 -3.295 1.620 0.00
C 2.664 -1.938 1.895 0.00
C 1.832 -1.136 1.138 0.00
N 1.085 -1.612 0.145 0.06
H -2.593 -2.073 -2.776 0.00
H -0.598 -5.817 -3.416 0.00
H 1.890 -4.857 0.381 0.00
H 3.300 -3.964 2.208 0.00
H 3.256 -1.506 2.689 0.00
H 1.757 -0.072 1.322 0.00
C -2.201 0.688 -2.194 0.11
C -0.881 0.419 -2.401 0.10
C 0.153 1.026 -3.028 0.00
C -0.038 2.395 -3.598 0.00
C 0.581 2.788 -4.788 0.00
C 0.376 4.051 -5.320 0.00
C -0.454 4.958 -4.677 0.00
C -1.084 4.581 -3.499 0.00
C -0.880 3.316 -2.970 0.00
C 1.474 0.367 -3.201 0.00
C 2.656 1.111 -3.256 0.00
C 3.885 0.499 -3.459 0.00
C 3.966 -0.879 -3.594 0.00
C 2.804 -1.635 -3.512 0.00
C 1.577 -1.019 -3.324 0.00
H 1.209 2.082 -5.317 0.00
H 0.858 4.322 -6.251 0.00
H -0.621 5.942 -5.097 0.00
H -1.747 5.271 -2.991 0.00
H -1.392 3.029 -2.060 0.00
H 2.618 2.185 -3.114 0.00
H 4.782 1.105 -3.511 0.00
H 4.921 -1.358 -3.769 0.00
H 2.847 -2.714 -3.610 0.00
H 0.677 -1.615 -3.298 0.00
C -3.862 1.480 2.771 0.00
N -2.631 1.812 2.063 0.00
C -1.965 2.973 2.238 0.00
C -0.804 3.252 1.602 0.00
C -0.294 2.247 0.725 0.00
N -0.936 1.115 0.560 0.00
C -2.127 0.843 1.208 0.00
O -2.710 -0.205 1.002 0.00
N 0.868 2.406 0.052 0.00
H -4.236 2.378 3.256 0.00
H -3.656 0.705 3.508 0.00
H -4.590 1.107 2.055 0.00
H -2.434 3.685 2.905 0.00
H -0.299 4.194 1.742 0.00
H 1.214 3.341 -0.085 0.00
H 1.006 1.770 -0.727 0.00
S -4.960 1.111 -1.606 0.29
C -3.421 0.877 -1.973 0.20
C -1.040 -2.193 7.224 0.00
N -1.024 -1.937 5.801 0.00
C -0.401 -0.905 5.190 0.00
S -0.569 -0.691 3.533 0.00
N 0.322 -0.103 5.999 0.00
C 1.149 0.996 5.542 0.00
H -1.711 -3.026 7.416 0.00
H -1.410 -1.330 7.785 0.00
H -0.052 -2.468 7.604 0.00
H -1.564 -2.516 5.183 0.00
H 0.429 -0.381 6.960 0.00
H 0.894 1.205 4.507 0.00
H 2.208 0.741 5.602 0.00
H 0.960 1.882 6.148 0.00

***

#ii
78
Properties=species:S:1:pos:R:3:lowdin_spin:R:1 method="wB97M-V/def2-TZVPD" orbital_gap_ev="5.8 / 5.8" spin_multiplicity=2 e_homo_ev="-5.853 / -5.901" mol_weight_g_mol=848.88 s2=0.813
Pt 0.419 0.676 0.752 0.25
F 2.514 5.218 2.776 0.00
C 1.752 4.639 1.837 0.00
C 1.534 3.277 1.887 0.00
C 0.726 2.676 0.933 0.00
C 0.127 3.464 -0.074 0.00
C 0.430 4.823 -0.102 0.00
F -0.044 5.603 -1.097 0.00
C 1.231 5.436 0.836 0.00
C -0.784 2.799 -1.004 0.00
C -1.812 3.439 -1.696 0.00
C -2.660 2.707 -2.502 0.00
C -2.477 1.333 -2.593 0.00
C -1.458 0.760 -1.866 0.00
N -0.625 1.462 -1.097 0.06
H 2.002 2.693 2.670 0.00
H 1.451 6.492 0.778 0.00
H -1.945 4.503 -1.582 0.00
H -3.469 3.192 -3.033 0.00
H -3.124 0.721 -3.205 0.00
H -1.288 -0.309 -1.894 0.00
C 2.352 -0.267 2.048 0.10
C 2.478 0.172 0.790 0.12
C 3.283 -0.139 -0.287 -0.02
C 4.015 -1.416 -0.247 0.00
C 5.327 -1.533 -0.739 -0.01
C 6.030 -2.720 -0.632 0.00
C 5.453 -3.832 -0.034 -0.01
C 4.168 -3.730 0.478 0.00
C 3.465 -2.541 0.382 -0.01
C 3.490 0.831 -1.367 0.00
C 3.922 0.448 -2.649 -0.01
C 4.239 1.392 -3.611 0.00
C 4.089 2.746 -3.347 -0.01
C 3.581 3.141 -2.117 0.00
C 3.287 2.202 -1.145 0.00
H 5.814 -0.666 -1.161 0.00
H 7.045 -2.771 -1.007 0.00
H 6.012 -4.754 0.056 0.00
H 3.716 -4.587 0.963 0.00
H 2.470 -2.474 0.804 0.00
H 3.986 -0.603 -2.895 0.00
H 4.609 1.068 -4.576 0.00
H 4.357 3.480 -4.096 0.00
H 3.430 4.194 -1.908 0.00
H 2.921 2.518 -0.180 0.00
C -2.203 -2.296 3.767 0.00
N -1.507 -2.463 2.503 0.00
C -1.476 -3.643 1.847 0.00
C -0.864 -3.752 0.637 0.00
C -0.281 -2.596 0.077 0.00
N -0.298 -1.446 0.731 0.00
C -0.897 -1.354 1.947 0.00
O -0.867 -0.291 2.563 0.00
N 0.283 -2.585 -1.151 0.00
H -2.467 -3.272 4.166 0.00
H -3.105 -1.702 3.615 0.00
H -1.559 -1.766 4.466 0.00
H -1.926 -4.487 2.348 0.00
H -0.833 -4.698 0.117 0.00
H 0.596 -3.465 -1.524 0.00
H 0.878 -1.789 -1.347 0.00
S 2.146 -1.057 4.785 0.30
C 2.322 -0.603 3.265 0.21
C -7.445 0.157 1.270 0.00
N -6.005 0.261 1.156 0.00
C -5.209 -0.564 0.449 0.00
S -3.546 -0.377 0.539 0.00
N -5.831 -1.514 -0.282 0.00
C -5.161 -2.415 -1.199 0.00
H -7.790 0.887 1.996 0.00
H -7.742 -0.836 1.619 0.00
H -7.943 0.364 0.319 0.00
H -5.519 0.957 1.693 0.00
H -6.836 -1.487 -0.333 0.00
H -4.093 -2.357 -1.013 0.00
H -5.355 -2.135 -2.237 0.00
H -5.504 -3.437 -1.037 0.00

***

Quick ranking, most stable first: #i, #ii.

***

#i
19
Properties=species:S:1:pos:R:3:mulliken_charge:R:1 method="wB97M-V/def2-TZVPD" orbital_gap_ev=9.5 e_homo_ev=-9.578 mol_weight_g_mol=193.66 smiles="C[C@@]1(S(=O)(=O)Cl)C=CCC=N1"
C -0.884 1.128 -0.725 -0.27
C -0.215 0.027 -1.009 -0.68
C -0.332 0.736 1.665 -0.02
C -0.673 1.761 0.611 -1.05
C 0.606 -0.622 0.049 1.12
C 1.102 -1.960 -0.271 -1.61
N 0.323 -0.322 1.417 -0.60
O 1.966 1.848 -0.109 -0.53
O 2.737 0.234 -1.650 -0.54
S 2.275 0.493 -0.341 1.07
Cl 3.620 -0.263 0.957 -0.22
H -1.535 1.578 -1.503 0.42
H -0.488 -0.623 -1.926 0.28
H -0.477 1.077 2.641 0.46
H 0.000 2.490 0.710 0.48
H -1.742 2.012 0.787 0.36
H 1.691 -2.416 0.524 0.37
H 1.612 -2.009 -1.218 0.42
H 0.229 -2.493 -0.326 0.56

***

#ii
19
Properties=species:S:1:pos:R:3:mulliken_charge:R:1 method="wB97M-V/def2-TZVPD" orbital_gap_ev=10.1 e_homo_ev=-10.113 mol_weight_g_mol=193.66 smiles="C[C@@]1(S(=O)(=O)Cl)C=CCC=N1"
C 0.966 -0.799 -1.009 -0.28
C 0.181 0.264 -0.893 -0.78
C 0.316 -1.311 1.228 -0.17
C 0.916 -1.885 -0.020 -0.99
C -0.751 0.547 0.176 1.29
C -1.240 1.895 0.399 -1.46
N -0.361 -0.227 1.387 -0.67
O -2.115 -1.750 -0.261 -0.57
O -2.532 0.070 -1.865 -0.53
S -2.199 -0.338 -0.536 1.09
Cl -3.795 0.103 0.732 -0.25
H 1.499 -0.860 -1.935 0.40
H 0.154 1.087 -1.604 0.33
H 0.573 -1.669 2.183 0.53
H 0.284 -2.719 -0.151 0.32
H 1.825 -2.392 0.175 0.49
H -1.694 2.164 -0.626 0.39
H -0.395 2.585 0.451 0.41
H -1.830 1.965 1.264 0.44

***

Quick ranking, most stable first: #ii, #i.

***

#i
47
Properties=species:S:1:pos:R:3:mulliken_charge:R:1 method="wB97M-V/def2-TZVPD" orbital_gap_ev=9.7 e_homo_ev=-9.496 mol_weight_g_mol=278.30 smiles="NCCCCNC=O.O.O.O.O.O.O.O.O.O"
C -0.205 -0.494 0.870 -0.05
N 0.668 0.359 1.719 0.22
C 0.222 0.923 2.869 -0.06
O -0.943 0.735 3.239 -0.68
C -0.103 -2.018 1.061 -0.43
C 1.109 -2.439 0.174 -0.78
C 0.767 -2.625 -1.353 -0.43
N -0.488 -3.374 -1.571 -0.60
H 0.113 -0.211 -0.152 -0.03
H -1.224 -0.056 0.821 -0.14
H 1.603 0.372 1.334 0.36
H 0.959 1.509 3.474 0.37
H -0.988 -2.461 0.649 0.40
H 0.163 -2.248 2.098 0.34
H 1.425 -3.440 0.496 0.42
H 1.978 -1.750 0.378 0.25
H 0.737 -1.617 -1.781 0.19
H 1.563 -3.231 -1.831 0.31
H -0.622 -4.195 -0.988 0.29
H -1.263 -2.680 -1.365 0.20
H -0.902 3.459 -3.028 0.27
H -1.585 2.916 -1.720 0.37
O -0.730 3.035 -2.188 -0.62
H 0.609 1.704 -1.777 0.35
H 1.895 0.894 -2.023 0.27
O 1.290 1.166 -1.311 -0.62
H -4.143 1.388 2.387 0.30
H -2.610 1.527 2.068 0.34
O -3.500 1.638 1.704 -0.66
H -2.282 -2.117 3.016 0.27
H -1.347 -0.872 3.676 0.39
O -1.834 -1.721 3.757 -0.69
H 4.139 1.142 0.148 0.35
H 4.312 1.756 -1.279 0.33
O 4.553 0.975 -0.721 -0.76
H 4.067 -0.030 -2.036 0.41
H 3.708 -0.948 -3.276 0.29
O 3.593 -0.079 -2.891 -0.67
H -4.041 0.284 -0.799 0.31
H -3.238 -0.773 -1.355 0.29
O -3.836 -0.076 -1.676 -0.67
H 2.564 2.816 1.117 0.28
H 1.930 1.682 0.220 0.44
O 2.697 1.909 0.833 -0.72
H -3.753 2.043 -1.696 0.39
H -3.677 2.530 -0.186 0.29
O -3.351 2.695 -1.104 -0.69

***

#ii
47
Properties=species:S:1:pos:R:3:mulliken_charge:R:1 method="wB97M-V/def2-TZVPD" orbital_gap_ev=9.8 e_homo_ev=-9.570 mol_weight_g_mol=278.30 smiles="CCC(=O)NCCN.O.O.O.O.O.O.O.O.O"
C -2.176 0.077 2.355 -1.06
C -1.276 -0.706 3.317 -0.73
C -1.915 0.319 0.886 0.77
N -0.749 0.970 0.502 0.54
C -0.213 2.095 1.250 -0.32
C -0.153 3.431 0.566 -0.75
N 0.780 3.379 -0.535 -0.52
O -2.602 -0.123 -0.027 -0.69
H -3.043 -0.565 2.309 0.36
H -2.412 1.046 2.692 0.53
H -0.223 -0.487 3.325 0.07
H -1.541 -0.720 4.418 0.33
H -1.349 -1.786 2.989 0.28
H -0.262 0.557 -0.275 -0.13
H -0.695 1.999 2.353 0.26
H 0.874 1.889 1.553 0.08
H 0.232 4.052 1.379 0.38
H -1.234 3.645 0.318 0.27
H 0.207 3.111 -1.318 0.25
H 1.258 4.276 -0.823 0.21
H -0.391 -1.790 -1.279 0.54
H -0.166 -3.245 -1.660 0.21
O -0.109 -2.653 -0.865 -0.55
H 0.801 -0.229 -3.654 0.21
H 0.724 0.998 -4.560 0.35
O 1.439 0.493 -4.054 -0.69
H 1.619 -0.743 0.010 0.33
H 1.981 0.529 0.611 0.26
O 2.240 -0.384 0.606 -0.66
H -3.627 -2.522 -1.770 0.29
H -3.306 -1.007 -1.753 0.40
O -3.536 -1.700 -2.268 -0.61
H 1.919 0.737 -2.465 0.33
H 1.676 1.515 -1.180 0.20
O 1.452 0.653 -1.559 -0.45
H -1.188 -0.400 -1.565 -0.09
H -1.738 -0.647 -2.956 0.26
O -0.888 -0.445 -2.492 -0.50
H 2.200 0.466 4.058 0.23
H 2.355 -0.620 2.916 0.31
O 1.933 0.210 3.174 -0.52
H 2.340 -3.017 1.073 0.33
H 0.899 -3.432 1.399 0.31
O 1.813 -3.584 1.770 -0.66
H 2.536 -1.335 -2.598 0.30
H 1.438 -2.168 -3.407 0.29
O 2.074 -2.138 -2.767 -0.55

***

Quick ranking, most stable first: #i, #ii.

***

#i
19
Properties=species:S:1:pos:R:3:mulliken_charge:R:1 method="wB97M-V/def2-TZVPD" total_charge=+2 orbital_gap_ev=9.2 e_homo_ev=-16.569 mol_weight_g_mol=104.16
C 1.586 -1.172 0.192 -0.38
C 3.058 -0.606 -0.121 -0.44
C 0.734 0.052 0.059 0.22
N 1.439 1.141 0.036 0.13
N -2.784 -0.069 -0.602 -0.45
N 2.749 0.873 -0.095 -0.29
N -3.650 0.565 0.372 -0.31
H 1.399 -1.977 -0.586 0.34
H 1.346 -1.610 1.108 0.37
H 3.519 -0.833 0.734 0.29
H 3.643 -0.970 -1.013 0.34
H -0.386 0.181 0.031 -0.23
H 1.169 2.145 -0.250 0.36
H -2.047 -0.616 -0.203 0.31
H -3.346 -0.650 -1.214 0.33
H 3.490 1.525 -0.137 0.23
H -4.349 0.965 -0.267 0.38
H -3.307 1.275 1.046 0.37
H -4.262 -0.217 0.911 0.43

***

#ii
19
Properties=species:S:1:pos:R:3:mulliken_charge:R:1 method="wB97M-V/def2-TZVPD" total_charge=+2 orbital_gap_ev=9.5 e_homo_ev=-15.200 mol_weight_g_mol=104.16
C -8.256 0.421 -0.290 0.16
C -4.316 -2.090 0.168 -0.71
C -4.395 0.325 0.474 -0.10
N -9.260 1.163 -0.527 -0.41
N -7.185 0.178 0.021 -0.28
N 12.204 0.698 -0.333 -0.62
N -4.975 -0.802 0.337 0.06
H -4.421 -2.393 -0.908 0.30
H -3.230 -1.896 0.518 0.26
H -4.836 -2.772 0.907 0.31
H -4.973 1.211 0.662 0.26
H -3.328 0.496 0.771 0.24
H -9.397 2.034 0.008 0.26
H 12.898 1.007 -1.136 0.43
H 11.593 1.551 0.004 0.42
H 11.614 -0.048 -0.640 0.37
H 12.786 0.283 0.421 0.39
H -10.145 0.980 -1.010 0.26
H -6.055 -0.774 0.150 0.38

***

Quick ranking, most stable first: #ii, #i.

***

#i
11
Properties=species:S:1:pos:R:3:mulliken_charge:R:1 method="wB97M-V/def2-TZVPD" total_charge=-1 orbital_gap_ev=8.6 e_homo_ev=-4.228 mol_weight_g_mol=71.05
O 0.127 0.320 -1.229 -1.14
H -0.282 1.137 -1.527 0.18
O -2.818 -0.237 -0.438 -0.70
H -1.942 -0.036 -0.816 0.40
H -2.591 -0.808 0.310 0.29
O 1.028 -1.368 0.661 -0.70
H 1.626 -1.855 0.092 0.28
H 0.627 -0.669 0.081 0.39
O 1.448 1.571 1.074 -0.72
H 1.215 1.182 0.202 0.38
H 1.562 0.763 1.589 0.33

***

#ii
11
Properties=species:S:1:pos:R:3:mulliken_charge:R:1 method="wB97M-V/def2-TZVPD" total_charge=-1 orbital_gap_ev=8.5 e_homo_ev=-4.075 mol_weight_g_mol=71.05
O 0.288 0.261 0.325 -1.17
H 0.819 -0.535 0.289 0.21
O -2.184 -2.541 1.402 -0.68
H -2.398 -1.769 0.868 0.34
H -1.334 -2.298 1.780 0.33
O 0.887 2.812 0.393 -0.71
H 0.494 1.866 0.356 0.42
H 0.899 2.909 1.349 0.27
O 1.009 -0.461 -2.187 -0.70
H 0.787 0.111 -1.387 0.40
H 0.103 -0.658 -2.471 0.29

***

Quick ranking, most stable first: #i, #ii.

***

#i
17
Properties=species:S:1:pos:R:3:mulliken_charge:R:1 method="wB97M-V/def2-TZVPD" orbital_gap_ev=7.8 e_homo_ev=-8.608 mol_weight_g_mol=139.16
C 0.319 0.570 1.182 -0.75
C -1.320 -2.900 1.830 -1.03
C 0.234 2.803 -2.884 -0.28
N 1.348 0.400 0.179 -0.21
O -0.390 0.452 -1.727 -0.51
P 1.008 0.203 -1.526 0.25
S 1.664 2.724 -2.197 -0.24
H -0.631 0.223 0.847 0.24
H 0.718 0.048 1.977 0.34
H 0.225 1.587 1.253 0.29
H -0.702 -2.149 2.164 0.11
H -2.112 -2.738 1.148 0.29
H -1.556 -3.668 2.563 0.33
H 0.143 3.237 -3.930 0.24
H -0.546 2.483 -2.340 0.37
H -0.718 -3.568 1.217 0.31
H 2.316 0.292 0.243 0.23

***

#ii
17
Properties=species:S:1:pos:R:3:mulliken_charge:R:1 method="wB97M-V/def2-TZVPD" orbital_gap_ev=9.1 e_homo_ev=-8.257 mol_weight_g_mol=139.16 smiles="CCP(O)S.C=N"
C 2.326 1.469 0.054 -0.94
C -3.765 -0.330 0.051 -0.20
C 2.180 -0.035 -0.048 -0.49
N -2.769 0.406 -0.073 -0.51
O -0.181 0.375 -0.884 -0.44
P 0.408 -0.473 0.402 0.18
S 0.390 -2.456 -0.239 -0.34
H 3.473 1.545 0.237 0.29
H 2.006 2.116 -0.829 0.25
H 1.787 1.969 0.945 0.28
H -4.112 -0.877 -0.833 0.24
H 0.847 -2.921 0.976 0.14
H -4.297 -0.730 0.949 0.22
H 2.690 -0.684 0.593 0.43
H 2.550 -0.307 -1.122 0.28
H -2.381 0.700 0.856 0.22
H -1.153 0.232 -1.033 0.39

***

Quick ranking, most stable first: #ii, #i.